No. 1
Here is C45H33Br2GeN2O6OsS as an isolated structure from the OMol25 dataset. Energies are from ωB97M-V with the def2-TZVPD basis set.

The strongest force on any atom is 2.62 eV Å⁻¹. The total energy comes out at -272348.1852 eV. The total charge is +2. As for the multiplicity: 6. The calculation puts the HOMO-LUMO gap (spin up / spin down) at 5.847 / 3.559 eV.

Cartesian coordinates (Å):
Os (-0.5998, 0.4469, -0.0742)
Br (-4.6481, 3.6950, 0.1170)
C (-2.9246, 4.1385, -0.2733)
C (-2.5895, 5.4595, -0.4159)
C (-1.2821, 5.8763, -0.6875)
Br (-0.9214, 7.6600, -0.8201)
C (-0.2200, 4.9088, -0.8118)
C (1.1330, 5.2033, -1.0394)
C (2.0548, 4.1702, -1.1490)
C (1.5904, 2.8551, -0.9796)
N (0.3346, 2.5905, -0.6950)
C (-0.5516, 3.5801, -0.6736)
C (-1.8924, 3.1467, -0.3203)
O (-2.0552, 1.9110, -0.0639)
H (-3.4048, 6.1484, -0.2916)
H (1.4766, 6.2180, -1.1201)
H (3.1084, 4.3635, -1.3524)
H (2.2769, 2.0083, -1.0481)
C (-3.6533, -0.8572, 0.4418)
Ge (-2.5227, -1.0631, -1.1090)
C (-3.3080, -0.3426, -2.7304)
C (-2.8062, -0.7460, -3.9655)
C (-3.2462, -0.1716, -5.1400)
C (-4.2427, 0.8090, -5.0574)
C (-4.8174, 1.1941, -3.8478)
C (-4.3075, 0.6373, -2.6780)
C (-1.7660, -2.8186, -1.2704)
C (-0.4703, -2.9560, -1.7000)
C (0.1530, -4.1909, -1.8121)
C (-0.5251, -5.3467, -1.5763)
C (-1.8975, -5.2959, -1.2042)
C (-2.6105, -6.4775, -0.8600)
C (-3.9080, -6.4008, -0.4673)
C (-4.5630, -5.1545, -0.3191)
C (-3.8690, -4.0184, -0.5437)
C (-2.5315, -4.0171, -1.0103)
H (-4.6612, -1.1727, 0.1003)
H (-3.7315, 0.1646, 0.8241)
H (-3.3186, -1.5241, 1.2172)
H (-2.0739, -1.5618, -3.9754)
H (-2.8011, -0.4571, -6.1065)
H (-4.5888, 1.3063, -5.9641)
H (-5.5624, 1.9573, -3.8362)
H (-4.6719, 0.9494, -1.7058)
H (0.1070, -2.0705, -1.9742)
H (1.1761, -4.2425, -2.1078)
H (-0.0611, -6.3311, -1.6950)
H (-2.0555, -7.4124, -0.9606)
H (-4.4173, -7.3191, -0.2215)
H (-5.5786, -5.1183, 0.0242)
H (-4.3812, -3.0716, -0.3988)
O (3.8275, -1.2428, -0.1224)
S (3.9058, 0.2247, -0.1488)
C (5.6532, 0.6337, -0.1790)
C (6.6107, -0.2422, 0.3440)
C (7.9574, 0.1217, 0.2554)
C (8.3246, 1.3373, -0.3117)
C (7.3602, 2.2130, -0.7987)
C (6.0342, 1.8480, -0.7505)
C (3.4871, 0.7898, 1.4953)
C (3.3719, 2.1435, 1.7613)
C (2.9720, 2.5539, 3.0266)
C (2.7133, 1.6047, 4.0254)
C (2.9015, 0.2488, 3.7456)
C (3.2669, -0.1704, 2.4724)
H (6.2361, -1.1850, 0.7248)
H (8.6889, -0.5887, 0.6075)
H (9.3712, 1.5871, -0.3904)
H (7.6397, 3.1401, -1.2409)
H (5.2620, 2.5492, -1.0732)
H (3.6377, 2.8822, 1.0185)
H (2.8235, 3.6031, 3.2477)
H (2.3966, 1.9174, 5.0187)
H (2.7445, -0.5114, 4.4990)
H (3.3810, -1.2370, 2.2475)
O (1.5830, -2.8266, 0.8022)
C (0.9520, -1.8544, 0.9145)
O (0.8230, -0.8119, -0.0156)
C (-0.0268, -1.5635, 2.0580)
C (-0.7481, -2.6233, 2.6462)
C (-1.7154, -2.3904, 3.6137)
C (-2.0827, -1.0901, 3.9442)
C (-1.3903, -0.0446, 3.3370)
C (-0.3025, -0.2652, 2.4886)
N (-1.8134, 1.3906, 3.5916)
O (-1.3201, 2.1933, 2.8174)
O (-2.5889, 1.6257, 4.4900)
H (-0.5341, -3.6328, 2.3049)
H (-2.2322, -3.2387, 4.0615)
H (-2.8851, -0.9331, 4.6612)
H (0.3410, 0.5844, 2.1391)

No. 2
Here is C45H33Br3Cl3F6IMoN5O4PS as an isolated structure from the OMol25 dataset. Energies are from ωB97M-V with the def2-TZVPD basis set.

The strongest force on any atom is 0.71 eV Å⁻¹. The energy relative to the best compared isomer or geometry (same formula, charge and spin) comes out at 0.00 kcal/mol. The total energy comes out at -356922.8105 eV. The total charge is +1. As for the multiplicity: 4. The calculation puts the HOMO-LUMO gap (spin up / spin down) at 7.235 / 5.168 eV.

Cartesian coordinates (Å):
Mo (0.3351, 0.5345, 0.1877)
C (-1.8788, 1.7315, 4.1304)
C (-2.6965, 1.8460, 2.8830)
N (-3.9094, 2.3386, 2.9520)
C (-4.6438, 2.4624, 1.8251)
C (-4.2296, 2.0359, 0.5944)
C (-5.0979, 2.2467, -0.6176)
O (-4.4202, 2.9703, -1.6447)
C (-2.9323, 1.4620, 0.4979)
C (-2.5137, 0.9426, -0.7744)
N (-1.3556, 0.4934, -1.1537)
C (-1.2773, 0.2915, -2.5807)
C (-1.6091, 1.3753, -3.3963)
C (-1.5492, 1.2834, -4.7749)
C (-1.1546, 0.0938, -5.3681)
C (-0.8430, -0.9959, -4.5720)
C (-0.9046, -0.9042, -3.1843)
I (-0.4521, -2.6502, -2.1440)
C (-2.1418, 1.4227, 1.6408)
O (-0.8984, 1.0026, 1.6423)
H (-2.5173, 1.9175, 4.9896)
H (-1.0600, 2.4527, 4.1264)
H (-1.4173, 0.7463, 4.2093)
H (-5.6155, 2.9278, 1.9457)
H (-6.0144, 2.7562, -0.3132)
H (-5.3997, 1.3018, -1.0728)
H (-4.2852, 3.8747, -1.3405)
H (-3.2829, 0.9451, -1.5385)
H (-1.9218, 2.3016, -2.9296)
H (-1.8145, 2.1409, -5.3784)
H (-1.1007, 0.0035, -6.4444)
H (-0.5610, -1.9351, -5.0274)
Br (-2.5008, -3.1401, 2.5806)
C (-0.6933, -3.2404, 2.1972)
C (0.0941, -4.2669, 2.6805)
C (1.4473, -4.3273, 2.3783)
Br (2.4359, -5.7455, 3.0590)
C (2.0935, -3.3301, 1.5656)
C (3.4531, -3.3330, 1.2061)
C (3.9294, -2.3051, 0.4399)
C (3.0712, -1.2720, 0.0543)
N (1.7851, -1.2510, 0.3657)
C (1.3110, -2.2783, 1.1056)
C (-0.1124, -2.2103, 1.3846)
O (-0.7653, -1.2804, 0.8800)
H (-0.3476, -5.0345, 3.3002)
H (4.1025, -4.1317, 1.5360)
H (4.9677, -2.2529, 0.1451)
H (3.4577, -0.4404, -0.5122)
F (1.9316, 1.1574, 1.5102)
P (2.4302, 0.7745, 3.1908)
F (1.2579, 1.7396, 3.6634)
F (3.5418, -0.1777, 2.5186)
F (3.4116, 2.0131, 3.0461)
F (2.8752, 0.4077, 4.6522)
F (1.3729, -0.4469, 3.0913)
Cl (6.8764, 0.9942, 4.1193)
C (6.4028, 1.7100, 2.6200)
C (6.1527, 3.0719, 2.5479)
C (5.7406, 3.6052, 1.3464)
C (5.5786, 2.8365, 0.1874)
C (5.0960, 3.6312, -1.0166)
C (4.7577, 2.8907, -2.3050)
N (3.5638, 2.0480, -2.1912)
C (3.0675, 1.2386, -3.1872)
C (2.0077, 0.5784, -2.6561)
N (1.8455, 0.9830, -1.3471)
C (2.8063, 1.8696, -1.1085)
O (6.0980, 4.5744, -1.3435)
C (5.6094, 5.8825, -1.6595)
C (5.0698, 6.5761, -0.4496)
C (5.8522, 7.2146, 0.4675)
Cl (7.5541, 7.4077, 0.4012)
S (4.9680, 7.8086, 1.8041)
C (3.5049, 7.2094, 1.1522)
C (3.7006, 6.5862, -0.0396)
C (5.8559, 1.4830, 0.3049)
Cl (5.7313, 0.3480, -1.0346)
C (6.2596, 0.9117, 1.5053)
H (6.2590, 3.6944, 3.4248)
H (5.5338, 4.6677, 1.2878)
H (4.1929, 4.1543, -0.6766)
H (5.5848, 2.2591, -2.6153)
H (4.5823, 3.6351, -3.0809)
H (3.5172, 1.1931, -4.1634)
H (1.3674, -0.1491, -3.1208)
H (2.9615, 2.3622, -0.1637)
H (4.8471, 5.8379, -2.4459)
H (6.4746, 6.4092, -2.0555)
H (2.5758, 7.3696, 1.6739)
H (2.8914, 6.1672, -0.6252)
H (6.4608, -0.1481, 1.5604)
Br (-0.6292, 7.2931, -0.5470)
C (-0.2828, 5.4448, -0.3604)
C (-0.2237, 4.6435, -1.4900)
C (0.0088, 3.2830, -1.3387)
C (0.1645, 2.6935, -0.0822)
C (0.1254, 3.5355, 1.0291)
C (-0.0894, 4.9030, 0.8981)
H (-0.3542, 5.0762, -2.4735)
H (0.0720, 2.6829, -2.2394)
H (0.2694, 3.1330, 2.0222)
H (-0.1218, 5.5350, 1.7759)